1.
14
Properties=species:S:1:pos:R:3:forces:R:3:nbo_charge:R:1 method="wB97M-V/def2-TZVPD" gap_ev=9.6 charge=0 homo_energy_ev=-9.0 e_above_lowest_ev=3.6747 molar_mass_g_mol=104.2 smiles="C=C(CO)CS"
C 0.691396 1.739873 -0.405957 -0.20 -1.02 2.33 -0.4466
C 0.553735 0.550815 0.262262 -2.47 1.06 0.22 0.0078
C 1.329810 -0.699883 0.254799 -2.04 -2.21 0.63 -0.1064
O 2.622426 -0.774886 -0.136083 3.86 2.52 -4.04 -0.7029
C -0.914828 0.370968 0.928016 1.32 3.69 -5.63 -0.5069
S -2.092452 -0.420756 -0.379790 1.56 -1.64 0.83 -0.1134
H -0.160378 2.530107 -0.222164 2.27 -1.34 -0.93 0.2132
H 1.703517 1.935318 -0.782124 -0.75 0.49 -0.36 0.2143
H 1.155227 -1.266504 1.266911 0.90 1.23 -1.51 0.1896
H 0.828864 -1.383965 -0.449030 -0.91 0.20 0.21 0.1809
H 2.825075 -0.310109 -1.150930 -1.36 -2.01 4.53 0.4729
H -1.240677 -0.088760 1.783885 0.34 -0.78 2.46 0.2251
H -1.016924 1.541847 0.810202 -1.63 -2.65 1.23 0.2366
H -1.555551 -1.797394 -0.326160 -0.89 2.45 0.03 0.1357



2.
43
Properties=species:S:1:pos:R:3:forces:R:3:nbo_charge:R:1 method="wB97M-V/def2-TZVPD" gap_ev=8.6 charge=+1 homo_energy_ev=-11.0 molar_mass_g_mol=341.9
C -3.938937 4.127058 -2.178329 -0.10 0.03 0.07 -0.5901
C -2.569389 4.558394 -1.633174 0.08 0.10 0.02 -0.7657
B -1.386390 3.997880 -2.512460 0.36 0.06 0.00 0.7015
O -1.519383 4.052027 -3.875573 -0.85 -0.28 0.06 -0.8821
B -0.002400 3.408151 -1.720927 -0.43 -0.36 -0.02 -0.0013
I 1.826335 4.424826 -1.861218 0.17 0.12 0.02 0.0219
H -4.204278 4.696014 -3.067324 0.03 -0.05 -0.04 0.2203
H -4.723662 4.276069 -1.435942 0.00 0.07 -0.01 0.2103
H -3.954657 3.068380 -2.447326 0.02 0.01 -0.02 0.1924
H -2.455513 4.222016 -0.597734 0.01 0.03 0.02 0.2110
H -2.515177 5.652460 -1.588596 0.01 0.00 -0.01 0.2492
H -1.256753 3.292613 -4.399064 0.62 0.23 -0.03 0.5029
H 0.007982 2.454749 -1.000603 0.08 0.00 -0.03 -0.0716
C -0.979577 -2.112253 -0.577497 0.04 -0.01 -0.03 -0.6459
C -0.213763 -2.591533 0.637632 -0.03 -0.03 0.05 -0.2075
N 1.296741 -2.602102 0.487746 0.03 -0.02 -0.01 -0.2058
C 1.653127 -3.522721 -0.639203 0.00 0.00 -0.02 -0.4078
C 1.918926 -3.220907 1.726935 -0.01 0.01 -0.01 -0.2047
C 1.754793 -2.493312 3.049300 0.01 -0.01 0.00 -0.6393
C 1.894994 -1.256925 0.132241 0.00 0.01 -0.03 -0.2350
C 1.589186 -0.045434 0.990422 -0.02 0.12 0.06 -0.0842
O 0.215682 0.248442 0.968005 -0.05 -0.13 0.00 -0.5640
C -0.251168 0.993113 2.088965 0.02 0.13 -0.05 -0.2530
H -0.875442 -2.777588 -1.432913 -0.01 -0.01 0.00 0.2167
H -2.035146 -2.100971 -0.307274 0.00 0.01 -0.01 0.2540
H -0.707457 -1.097898 -0.858024 -0.02 0.01 0.02 0.2405
H -0.473824 -3.624265 0.874290 0.00 0.00 0.01 0.2148
H -0.441447 -1.973256 1.497828 0.01 0.04 -0.04 0.2370
H 1.205654 -4.495988 -0.452960 0.00 0.00 0.00 0.2325
H 2.735141 -3.615392 -0.687955 0.00 0.00 0.00 0.2313
H 1.281635 -3.115301 -1.573107 -0.01 0.00 0.01 0.2358
H 2.974830 -3.350864 1.491381 0.00 -0.01 0.01 0.2227
H 1.469545 -4.211407 1.787453 0.01 0.00 -0.01 0.2218
H 2.488953 -1.704298 3.184420 -0.01 0.00 -0.01 0.2243
H 1.922856 -3.223675 3.840059 0.00 0.01 0.01 0.2547
H 0.757831 -2.082916 3.197989 0.00 -0.02 0.01 0.2239
H 1.573478 -1.050587 -0.887144 -0.01 0.00 0.01 0.2335
H 2.974629 -1.412904 0.119844 0.00 0.02 -0.04 0.2319
H 2.155031 0.773382 0.526139 0.05 0.00 0.04 0.2115
H 1.957622 -0.143888 2.011274 -0.02 -0.08 -0.01 0.1879
H 0.554977 1.564705 2.552141 -0.01 0.03 -0.02 0.1871
H -0.695652 0.329213 2.836030 0.04 -0.02 0.01 0.1750
H -1.009934 1.686895 1.734254 -0.02 -0.02 0.01 0.2117



3.
64
Properties=species:S:1:pos:R:3:forces:R:3:mulliken_spin:R:1 method="wB97M-V/def2-TZVPD" gap_ev="3.8 / 5.2" charge=+2 homo_energy_ev="-11.6 / -13.7" e_above_lowest_ev=0.4383 molar_mass_g_mol=592.2 multiplicity=5
C 1.618019 -5.851479 0.042369 0.67 -2.49 0.03 -0.0017
C 0.245413 -6.344840 -0.128271 -0.57 1.28 -0.03 0.0012
C 2.493265 -5.729259 -1.130734 -0.24 1.36 -0.18 0.0026
C 2.202377 -5.791783 1.388490 -0.29 1.35 0.19 0.0001
Cl 0.528823 -2.264507 0.057354 -0.08 0.40 0.05 0.1626
H 2.970792 -6.687477 -1.395840 -0.25 -0.05 0.34 -0.0001
H 3.293643 -5.006703 -0.938934 0.02 -0.26 -0.03 -0.0003
H 1.921824 -5.396242 -2.003548 0.10 -0.23 0.04 0.0002
H 0.199353 -7.446342 -0.160978 0.40 0.13 0.05 -0.0002
H -0.183838 -5.971374 -1.063981 0.07 -0.24 0.06 0.0002
H -0.386756 -6.015930 0.703244 0.08 -0.23 -0.05 0.0009
H 2.612668 -6.764361 1.708221 -0.16 -0.03 -0.39 0.0002
H 1.445122 -5.499119 2.123303 0.11 -0.23 -0.03 0.0005
H 3.020832 -5.064686 1.419949 0.01 -0.27 0.01 -0.0002
C -1.653483 1.295717 -1.310511 -0.16 0.76 -1.40 0.2391
C -0.369574 1.173493 -1.978680 -0.43 -0.02 0.64 -0.0294
C -0.215163 -0.226076 -2.298958 -1.09 0.49 -1.04 0.2894
H 0.238390 2.004018 -2.350274 -0.36 -0.47 0.02 0.0038
C -1.407378 -0.916364 -1.852161 -0.05 0.09 0.54 0.2182
C -2.243324 0.018080 -1.200172 -0.23 -0.73 -0.35 0.2227
H -3.184008 -0.171851 -0.666528 0.56 -0.04 -0.46 0.0201
H -2.181319 2.227498 -1.130008 0.40 -0.78 -0.02 0.1727
H 0.586415 -0.631690 -2.916199 -0.28 0.04 0.28 -0.0101
H -1.588761 -1.992394 -1.893984 0.21 0.55 -0.08 0.0228
C 0.920123 1.363587 1.784627 -0.11 0.91 1.68 0.2944
C 1.042371 2.017623 0.514614 1.84 3.31 0.94 -0.0765
C 2.109371 1.372862 -0.210888 2.28 0.93 -0.96 0.1129
H 0.680995 3.005363 0.259591 -0.09 -0.43 0.04 -0.0348
C 2.401005 0.176412 0.502858 3.55 0.09 0.96 0.1099
C 1.716963 0.215983 1.763368 -0.11 -0.23 0.13 -0.0179
H 1.689676 -0.552838 2.542680 0.14 0.26 -0.56 -0.0039
H 0.239145 1.630286 2.599311 0.39 -0.20 -0.64 0.0760
H 2.456690 1.686793 -1.200974 0.25 -0.12 0.69 0.0003
H 3.059176 -0.616724 0.173018 -0.03 0.15 0.10 0.0095
Os 0.458322 0.253403 -0.119816 -5.35 -6.03 -1.19 2.0807
C -4.379540 2.265209 1.515094 -0.34 0.37 -0.21 -0.0027
N -3.283181 2.840765 2.351069 -0.13 -0.17 0.57 0.0029
C -2.900167 1.735864 3.275168 0.14 -0.01 0.10 0.0005
P -2.014446 3.435840 1.397551 -0.27 -1.00 -1.42 0.0144
O -1.393157 2.168617 0.902158 0.28 -0.04 -0.13 0.0926
N -2.801247 4.275640 0.217785 0.40 0.75 -1.00 0.0000
C -2.340776 4.536605 -1.177156 -0.34 -0.19 -0.27 -0.0024
C -3.592444 5.397980 0.707409 -0.55 0.37 0.16 0.0003
N -0.877052 4.540044 1.912804 0.41 -0.27 0.31 0.0095
C -0.278870 5.477991 0.928044 -0.22 0.42 0.16 0.0015
C 0.112783 4.297789 2.964046 0.19 0.34 0.49 0.0065
H -5.208366 2.000127 2.196859 0.40 0.21 -0.35 0.0003
H -4.082055 1.341406 0.965952 0.12 0.48 0.42 0.0037
H -4.734511 2.988150 0.766766 0.04 -0.29 0.45 0.0005
H -2.500815 0.850011 2.720598 -0.26 0.63 0.24 0.0043
H -2.131758 2.059534 3.998712 -0.46 -0.07 -0.18 0.0002
H -3.822812 1.410265 3.804748 0.77 0.36 -0.15 0.0003
H -2.575933 3.704558 -1.858916 -0.02 0.41 0.25 0.0001
H -2.924810 5.395582 -1.562152 0.39 -0.44 0.30 0.0000
H -1.271852 4.777373 -1.308058 -0.46 -0.12 0.26 0.0006
H -4.580419 5.368438 0.219905 0.27 0.24 0.21 0.0000
H -3.731099 5.292794 1.786903 -0.12 0.22 -0.15 -0.0001
H -3.098024 6.365769 0.489523 -0.35 -0.42 0.19 0.0000
H -1.021873 6.203762 0.583409 0.25 -0.17 0.00 0.0003
H 0.511075 6.029333 1.466623 -0.45 -0.16 -0.30 0.0003
H 0.205300 5.019838 0.042412 -0.25 -0.03 0.51 0.0026
H 0.317397 5.292253 3.403068 -0.02 -0.65 0.18 0.0021
H -0.266196 3.628869 3.743220 0.04 0.15 -0.11 -0.0041
H 1.086493 3.912171 2.584443 -0.65 0.11 0.10 0.0000



4.
73
Properties=species:S:1:pos:R:3:forces:R:3:lowdin_charge:R:1 method="wB97M-V/def2-TZVPD" gap_ev=7.9 charge=-1 homo_energy_ev=-5.7 e_above_lowest_ev=1.6748 molar_mass_g_mol=516.4
N 0.475514 1.359882 -2.499711 4.61 -2.26 -2.14 0.1027
C 1.578765 1.069502 -2.916874 0.40 3.11 1.71 -0.2228
O 2.980577 1.170701 -3.107760 -4.72 -1.02 1.71 0.0474
B 3.290813 1.933596 -4.356615 -1.17 -0.31 -0.71 -0.8570
O 2.083674 2.736227 -4.632034 0.77 -0.28 -2.93 -0.0928
C 1.816185 2.430613 -6.028679 -2.31 -0.86 0.15 -0.1769
C 2.882179 1.376351 -6.650750 -0.39 0.78 1.71 -0.1628
O 3.421631 0.860618 -5.381854 -0.53 0.60 -2.24 -0.0774
H 4.177162 2.730216 -4.290265 1.06 -0.20 0.51 0.1031
H 0.859820 1.774689 -5.951893 1.18 1.08 -0.52 0.1185
H 1.502840 3.352830 -6.626947 0.86 -1.03 0.66 0.1113
H 2.220688 0.655688 -7.259711 1.39 0.56 1.06 0.1150
H 3.737187 1.744752 -7.315097 -1.17 -0.11 0.78 0.0972
N 1.474675 1.719473 1.616770 -0.31 -0.20 0.14 0.0210
C 0.844777 1.073725 0.586783 0.26 0.12 -0.10 -0.1218
C -0.048064 0.183093 1.129217 0.03 0.01 -0.16 -0.1314
C 0.041799 0.300102 2.539658 0.03 0.08 0.23 -0.1339
C 0.988035 1.257928 2.811232 0.11 0.07 0.16 -0.1449
H 2.185284 2.425462 1.511809 -0.14 -0.14 -0.05 0.1501
H 1.086624 1.301954 -0.441394 -0.12 -0.10 0.13 0.0611
H -0.696351 -0.478964 0.572772 0.04 0.12 -0.05 0.0897
H -0.523964 -0.254831 3.274550 0.09 0.05 0.00 0.0648
H 1.356542 1.648784 3.747864 -0.05 -0.10 -0.06 0.1002
N -0.868801 -3.345436 1.811936 -0.10 -0.02 -0.09 0.0242
C -0.570721 -3.996126 0.645706 0.04 0.03 0.00 -0.1226
C -0.921056 -5.316519 0.795207 0.08 0.14 -0.17 -0.1067
C -1.455927 -5.466273 2.098545 -0.11 0.03 0.19 -0.1127
C -1.413419 -4.232617 2.701574 0.11 -0.02 0.13 -0.1803
H -0.712694 -2.364365 1.988901 0.11 -0.14 -0.07 0.1140
H -0.134850 -3.465660 -0.187459 -0.03 -0.06 0.08 0.1140
H -0.806232 -6.088237 0.048494 -0.01 0.09 0.06 0.0905
H -1.831073 -6.375286 2.545797 0.03 0.09 -0.03 0.0908
H -1.721750 -3.910316 3.685055 0.13 -0.08 -0.03 0.1002
N -1.154594 -0.422872 6.068597 0.07 -0.05 0.06 0.0039
C -0.287670 0.323757 6.820460 -0.01 0.07 0.00 -0.1448
C 0.252028 -0.494511 7.782724 0.04 0.25 -0.06 -0.1182
C -0.305702 -1.784138 7.601004 -0.14 -0.18 -0.11 -0.1164
C -1.167849 -1.710406 6.534406 -0.05 -0.04 -0.02 -0.1409
H -1.697611 -0.078718 5.292790 0.08 -0.04 0.15 0.1353
H -0.131185 1.370406 6.607377 -0.01 -0.10 0.04 0.1042
H 0.969741 -0.197860 8.533364 -0.06 -0.02 -0.08 0.0878
H -0.098857 -2.668682 8.185303 -0.02 0.08 -0.08 0.0885
H -1.789015 -2.460741 6.068675 0.04 0.06 0.08 0.0993
N -2.830847 1.746685 -0.077157 -0.19 -0.02 0.03 0.0220
C -3.254049 2.011904 1.196741 0.10 0.02 -0.04 -0.1501
C -4.623232 1.893881 1.222797 0.11 0.03 0.23 -0.1332
C -5.039961 1.538307 -0.083738 -0.03 -0.09 -0.24 -0.1297
C -3.911427 1.451973 -0.863265 0.09 0.04 -0.01 -0.1363
H -1.870391 1.764507 -0.388257 -0.07 -0.06 0.01 0.1247
H -2.546630 2.262593 1.972906 -0.05 -0.04 -0.08 0.1004
H -5.253946 2.045433 2.086791 0.06 -0.01 -0.07 0.0829
H -6.052622 1.364022 -0.417192 0.10 0.01 0.02 0.0836
H -3.785107 1.207965 -1.907207 -0.01 0.04 0.11 0.1083
N -4.416573 -3.383041 2.974353 -0.24 0.20 0.08 0.0109
C -5.365032 -2.402029 2.862315 0.02 0.00 -0.05 -0.1330
C -6.448859 -2.771134 3.622063 0.02 0.22 -0.11 -0.1214
C -6.139998 -4.018378 4.218929 0.12 -0.20 0.08 -0.1236
C -4.878266 -4.369531 3.803211 0.08 -0.03 -0.03 -0.1497
H -3.516182 -3.379310 2.517646 -0.20 -0.13 0.02 0.1021
H -5.188134 -1.528668 2.251949 -0.04 -0.06 0.04 0.1035
H -7.361871 -2.205336 3.736268 0.09 -0.04 -0.02 0.0864
H -6.770239 -4.595275 4.879963 0.07 0.04 -0.06 0.0852
H -4.271521 -5.234814 4.024353 -0.08 0.06 -0.04 0.1006
N 6.077332 3.879657 -7.065276 0.17 0.00 -0.05 0.0160
C 6.751345 2.703257 -6.885084 -0.10 -0.10 0.01 -0.1321
C 8.027588 2.867480 -7.367052 -0.12 -0.16 0.09 -0.1223
C 8.127883 4.195678 -7.851159 -0.03 0.25 -0.07 -0.1327
C 6.909404 4.797188 -7.648923 -0.06 0.03 -0.03 -0.1533
H 5.116861 4.044852 -6.806961 0.15 -0.11 0.08 0.1438
H 6.263629 1.852898 -6.431275 0.02 0.08 0.00 0.1117
H 8.802942 2.115468 -7.369612 -0.09 0.06 0.02 0.0845
H 8.995235 4.660349 -8.297283 -0.08 -0.02 0.04 0.0817
H 6.563506 5.795625 -7.870367 0.06 -0.09 0.01 0.0990